Model A:
A 2-piece molecular cluster, C6H15NO overall, computed with ωB97M-V with the def2-TZVPD basis set.

Structure (XYZ):
```
23
Properties=species:S:1:pos:R:3
C -0.199 -0.094 -1.679
C 1.164 0.169 -1.055
C 1.257 0.698 0.360
C 0.240 0.254 1.365
C 0.515 -0.527 2.408
C -0.473 -1.004 3.421
N 2.033 0.941 -1.912
H -0.938 -0.355 -0.906
H -0.637 0.775 -2.160
H -0.133 -0.901 -2.405
H 1.657 -0.802 -1.086
H 1.213 1.801 0.371
H 2.278 0.560 0.715
H -0.717 0.756 1.461
H 1.516 -0.930 2.574
H -1.495 -0.829 3.128
H -0.290 -2.076 3.604
H -0.328 -0.665 4.463
H 2.470 0.495 -2.695
H 2.301 1.882 -1.718
H -3.449 -0.044 -1.159
H -3.016 0.059 -2.594
O -3.634 -0.425 -2.034
```

The calculation puts the orbital gap at 9.529 eV. Its structure (SMILES) is C/C=C/C[C@@H](C)N.O. The molar mass is 117.2 g/mol. Its charge is 0.

Atom charges from the Mulliken analysis, given in e for atoms 1 to 5: atom 1 (C): -1.291, atom 2 (C): 0.569, atom 3 (C): -0.904, atom 4 (C): -0.290, atom 5 (C): -0.061

=====

Model B:
One molecule with the formula C6H15NO, computed with ωB97M-V with the def2-TZVPD basis set.

Structure (XYZ):
```
23
Properties=species:S:1:pos:R:3
C -0.171 -0.360 -1.558
N 0.477 -0.040 -0.270
C -0.239 -0.580 0.884
C -0.875 0.530 1.706
C -1.956 0.004 2.646
O 0.121 1.186 2.481
C 0.672 0.182 -2.707
C 1.847 -0.700 -3.110
H -0.354 -1.433 -1.671
H -1.120 0.175 -1.539
H 1.440 -0.353 -0.274
H -0.995 -1.316 0.590
H 0.406 -1.131 1.576
H -1.371 1.233 1.042
H -2.807 -0.341 2.069
H -1.590 -0.849 3.223
H -2.261 0.782 3.341
H 0.570 1.805 1.895
H 1.023 1.179 -2.438
H 0.008 0.348 -3.557
H 1.506 -1.686 -3.435
H 2.419 -0.230 -3.899
H 2.468 -0.903 -2.233
```

The calculation puts the orbital gap at 10.004 eV. Its structure (SMILES) is CCCNC[C@@H](C)O. The molar mass is 117.2 g/mol. Its charge is 0.

Atom charges from the Mulliken analysis, given in e for atoms 1 to 5: atom 1 (C): -0.522, atom 2 (N): -0.201, atom 3 (C): -0.796, atom 4 (C): 0.472, atom 5 (C): -1.467

=====

Most favorable first, least favorable last: model B, model A

=====

Model A:
An isolated ion of composition C3H5N2OS and charge +1, computed with ωB97M-V with the def2-TZVPD basis set.

Structure (XYZ):
```
12
Properties=species:S:1:pos:R:3
C 1.456 -0.111 -0.051
C -0.662 0.439 -0.531
C -1.771 -0.014 0.429
N 0.028 1.527 -0.085
N 1.184 1.368 0.256
O 0.397 -0.658 -0.402
S 3.007 -0.751 0.162
H -0.847 0.614 -1.568
H -1.323 -0.102 1.474
H -1.928 -1.070 0.354
H -2.602 0.674 0.354
H 3.062 -1.916 -0.390
```

The calculation puts the orbital gap at 9.717 eV. The molar mass is 117.2 g/mol. Its charge is +1.

Atom charges from the Mulliken analysis, given in e for atoms 1 to 5: atom 1 (C): 0.670, atom 2 (C): 0.301, atom 3 (C): -1.065, atom 4 (N): -0.051, atom 5 (N): -0.166

=====

Model B:
An isolated ion of composition C3H5N2OS and charge +1, computed with ωB97M-V with the def2-TZVPD basis set.

Structure (XYZ):
```
12
Properties=species:S:1:pos:R:3
C -0.545 -0.282 -0.509
C 1.333 -1.615 -0.984
C 0.185 0.401 0.344
N 0.296 -1.097 -1.421
N -0.636 1.385 1.258
O -1.698 -0.517 -0.537
S 2.587 -2.322 -0.466
H 1.168 0.742 0.189
H -0.121 -1.245 -2.379
H -1.724 1.096 1.272
H -0.620 2.391 1.021
H -0.225 1.063 2.213
```

The calculation puts the orbital gap at 7.518 eV. The molar mass is 117.2 g/mol. Its charge is +1.

Atom charges from the Mulliken analysis, given in e for atoms 1 to 5: atom 1 (C): 0.585, atom 2 (C): 0.568, atom 3 (C): -0.829, atom 4 (N): -0.109, atom 5 (N): -0.399

=====

Model C:
An isolated ion of composition C3H5N2OS and charge +1, computed with ωB97M-V with the def2-TZVPD basis set.

Structure (XYZ):
```
12
Properties=species:S:1:pos:R:3
C -0.040 0.194 0.625
C 1.182 -1.077 -1.792
C -0.827 -0.332 -0.602
N 1.191 -0.079 0.814
N -0.782 1.140 1.295
O 0.026 -0.667 -1.743
S 2.571 -1.695 -2.059
H -1.422 -1.245 -0.379
H -1.487 0.626 -0.932
H 1.679 0.217 1.692
H -1.491 1.611 0.802
H -0.601 1.308 2.279
```

The calculation puts the orbital gap at 8.463 eV. The molar mass is 117.2 g/mol. Its charge is +1.

Atom charges from the Mulliken analysis, given in e for atoms 1 to 5: atom 1 (C): 0.609, atom 2 (C): 0.820, atom 3 (C): -0.444, atom 4 (N): -0.536, atom 5 (N): -0.387

=====

Most favorable first, least favorable last: model C, model B, model A

=====

Model A:
One molecule with the formula CH2Cl2NO3P, computed with ωB97M-V with the def2-TZVPD basis set.

Structure (XYZ):
```
10
Properties=species:S:1:pos:R:3
C -0.340 -0.673 0.080
N 1.075 -0.943 0.239
O 1.819 -0.081 -0.200
O 1.398 -2.004 0.700
O 0.374 1.686 1.078
P -0.326 1.135 -0.071
Cl 0.186 1.734 -1.840
Cl -2.297 1.534 -0.105
H -0.846 -1.323 -0.752
H -1.044 -1.066 0.870
```

The calculation puts the orbital gap at 10.743 eV. Its structure (SMILES) is O=[N+]([O-])CP(=O)(Cl)Cl. The molar mass is 177.9 g/mol. Its charge is 0.

Atom charges from the Mulliken analysis, given in e for atoms 1 to 5: atom 1 (C): -0.518, atom 2 (N): 0.990, atom 3 (O): -0.529, atom 4 (O): -0.541, atom 5 (O): -0.558

=====

Model B:
One molecule with the formula CH2Cl2NO3P, computed with ωB97M-V with the def2-TZVPD basis set.

Structure (XYZ):
```
10
Properties=species:S:1:pos:R:3
C -1.226 -1.062 -0.076
N 0.191 1.909 -0.299
O 0.163 2.721 -1.146
O -0.190 1.875 0.819
O 0.862 0.598 -0.736
P 0.422 -0.779 0.095
Cl 1.838 -0.624 1.744
Cl 1.415 -2.204 -0.827
H -1.909 -0.392 0.324
H -1.565 -2.042 0.102
```

The calculation puts the orbital gap at 8.799 eV. Its structure (SMILES) is C=P(Cl)(Cl)O[N+](=O)[O-]. The molar mass is 177.9 g/mol. Its charge is 0.

Atom charges from the Mulliken analysis, given in e for atoms 1 to 5: atom 1 (C): -0.763, atom 2 (N): 1.050, atom 3 (O): -0.473, atom 4 (O): -0.448, atom 5 (O): -0.331

=====

Most favorable first, least favorable last: model A, model B

=====

Model A:
A 3-piece molecular cluster, CH3FN2OS overall, computed with ωB97M-V with the def2-TZVPD basis set.

Structure (XYZ):
```
9
Properties=species:S:1:pos:R:3
C 0.699 0.905 -0.102
N -1.697 1.623 1.285
N -2.214 0.760 0.772
O 1.161 0.107 -0.856
F 1.664 -2.848 -1.011
S -2.878 -0.258 -0.148
H 0.174 1.896 -0.382
H 0.609 0.858 1.052
H 2.481 -3.041 -0.610
```

The calculation puts the orbital gap at 10.248 eV. Its structure (SMILES) is N#[N+][S-].C=O.F. The molar mass is 110.1 g/mol. Its charge is 0.

Atom charges from the Mulliken analysis, given in e for atoms 1 to 5: atom 1 (C): -0.125, atom 2 (N): -0.286, atom 3 (N): 0.337, atom 4 (O): -0.366, atom 5 (F): -0.383

=====

Model B:
One molecule with the formula CH3FN2OS, computed with ωB97M-V with the def2-TZVPD basis set.

Structure (XYZ):
```
9
Properties=species:S:1:pos:R:3
C -1.095 -0.128 0.075
N -0.064 0.540 -0.595
N 1.475 -0.270 -0.253
O 1.458 -1.374 -0.681
F -1.235 0.203 1.436
S 2.520 0.592 0.522
H -1.017 -1.123 0.002
H -2.052 0.053 -0.446
H 0.009 1.507 -0.059
```

The calculation puts the orbital gap (spin up / spin down) at 8.775 / 8.774 eV. Its structure (SMILES) is [O-][N+](=S)NCF. The molar mass is 110.1 g/mol. Its charge is 0.

Atom charges from the Mulliken analysis, given in e for atoms 1 to 5: atom 1 (C): -0.130, atom 2 (N): -0.422, atom 3 (N): 0.506, atom 4 (O): -0.455, atom 5 (F): -0.299

=====

Most favorable first, least favorable last: model A, model B

=====

Model A:
One molecule with the formula C6H6O, computed with ωB97M-V with the def2-TZVPD basis set.

Structure (XYZ):
```
13
Properties=species:S:1:pos:R:3
C -1.537 0.163 2.339
C -0.734 0.134 1.230
C -0.543 -0.869 2.202
C -0.347 0.711 -0.019
C 0.672 -0.083 -0.750
C 1.059 0.114 -2.204
O 0.023 -1.793 2.625
H -2.257 0.831 2.814
H -0.679 1.616 -0.333
H 0.711 -1.139 -0.427
H 1.785 0.939 -2.182
H 0.238 0.185 -2.860
H 1.609 -0.810 -2.436
```

The calculation puts the orbital gap at 8.761 eV. Its structure (SMILES) is C/C=C/c1cc1=O. The molar mass is 94.1 g/mol. Its charge is 0.

Atom charges from the Mulliken analysis, given in e for atoms 1 to 5: atom 1 (C): -0.593, atom 2 (C): 0.270, atom 3 (C): 0.507, atom 4 (C): -0.550, atom 5 (C): -0.061

=====

Model B:
One molecule with the formula C6H6O, computed with ωB97M-V with the def2-TZVPD basis set.

Structure (XYZ):
```
13
Properties=species:S:1:pos:R:3
C 0.472 1.301 2.464
C 0.089 0.609 1.568
C 1.414 -0.998 -1.341
C 0.748 0.069 -0.928
C -1.795 -0.043 -0.233
C -0.361 -0.045 0.032
O -1.102 -1.208 0.132
H 0.785 1.816 3.323
H 2.232 -0.925 -2.037
H 1.148 -1.979 -0.983
H 0.991 1.071 -1.252
H -2.476 0.350 0.513
H -2.147 -0.017 -1.258
```

The calculation puts the orbital gap at 11.061 eV. Its structure (SMILES) is C#C[C@]1(C=C)CO1. The molar mass is 94.1 g/mol. Its charge is 0.

Atom charges from the Mulliken analysis, given in e for atoms 1 to 5: atom 1 (C): 0.100, atom 2 (C): -0.936, atom 3 (C): -0.609, atom 4 (C): -0.484, atom 5 (C): -0.446

=====

Model C:
One molecule with the formula C6H6O, computed with ωB97M-V with the def2-TZVPD basis set.

Structure (XYZ):
```
13
Properties=species:S:1:pos:R:3
O 0.410 -1.313 2.872
C 1.128 -1.126 1.726
C -1.137 -0.213 -1.590
C -0.205 0.765 -0.946
C -0.957 1.248 -1.886
C 1.035 -0.096 0.925
C 0.807 0.888 0.083
H -0.233 -0.594 2.943
H 1.822 -1.942 1.548
H -2.025 -0.560 -1.051
H -0.729 -0.962 -2.276
H -1.282 2.082 -2.488
H 1.366 1.823 0.139
```

The calculation puts the orbital gap at 9.341 eV. Its structure (SMILES) is OC=C=CC1=CC1. The molar mass is 94.1 g/mol. Its charge is 0.

Atom charges from the Mulliken analysis, given in e for atoms 1 to 5: atom 1 (O): -0.486, atom 2 (C): 0.015, atom 3 (C): -0.503, atom 4 (C): 0.366, atom 5 (C): -0.332

=====

Most favorable first, least favorable last: model A, model C, model B

=====

Model A:
One molecule with the formula C6H6O, computed with ωB97M-V with the def2-TZVPD basis set.

Structure (XYZ):
```
13
Properties=species:S:1:pos:R:3
C -0.196 -0.230 1.652
C -0.025 1.295 1.375
C 0.497 -0.512 0.537
C -0.141 0.722 0.088
C 1.147 -1.627 -0.234
C -1.235 0.907 -0.906
O 0.302 2.270 1.996
H 1.230 -1.296 -1.202
H 0.702 -2.538 0.035
H 2.128 -1.843 0.139
H -1.961 0.219 -0.721
H -0.826 0.689 -1.956
H -1.622 1.945 -0.802
```

The calculation puts the orbital gap at 9.314 eV. Its structure (SMILES) is CC1=C2C(=O)[C@@]12C. The molar mass is 94.1 g/mol. Its charge is 0.

Atom charges from the Mulliken analysis, given in e for atoms 1 to 5: atom 1 (C): -0.980, atom 2 (C): 0.612, atom 3 (C): 0.854, atom 4 (C): 0.480, atom 5 (C): -1.305

=====

Model B:
One molecule with the formula C6H6O, computed with ωB97M-V with the def2-TZVPD basis set.

Structure (XYZ):
```
13
Properties=species:S:1:pos:R:3
O -2.185 0.656 0.803
C -1.026 0.610 0.000
C 0.257 0.714 0.885
C 1.472 0.200 0.246
C 2.421 -0.296 -0.305
C -0.908 -0.585 -0.846
C -0.443 -1.483 -1.498
H -2.305 -0.220 1.193
H -1.088 1.489 -0.649
H 0.070 0.141 1.802
H 0.393 1.760 1.181
H 3.267 -0.738 -0.784
H 0.075 -2.249 -2.029
```

The calculation puts the orbital gap at 10.714 eV. Its structure (SMILES) is C#CC[C@H](O)C#C. The molar mass is 94.1 g/mol. Its charge is 0.

Atom charges from the Mulliken analysis, given in e for atoms 1 to 5: atom 1 (O): -0.523, atom 2 (C): 0.054, atom 3 (C): -0.719, atom 4 (C): -0.296, atom 5 (C): 0.086

=====

Most favorable first, least favorable last: model B, model A